# C2H9N2

A gas-phase ion, C2H9N2 (charge +1) at a distorted geometry (the ωB97M-V functional and the def2-TZVPD basis, the OMol25 dataset).

XYZ file:
```
13
Properties=species:S:1:pos:R:3
N -1.543 0.220 0.880
C -0.533 0.352 -0.357
C 0.678 -0.650 -0.465
N 1.783 0.138 -0.091
H -0.807 0.155 1.680
H -2.269 0.980 1.053
H -2.025 -0.764 0.917
H -1.035 0.430 -1.306
H -0.044 1.373 -0.152
H 0.259 -1.443 0.204
H 0.793 -0.939 -1.629
H 2.539 -0.495 0.268
H 2.205 0.645 -1.001
```

Summary:
Charge = +1
Energy = -5191.802 eV
HOMO energy = -13.848 eV
Structure (SMILES) = NCC[NH3+]
Spin multiplicity = 1
ΔE to the lowest compared entry with this formula, charge and spin = 2.152 eV
Orbital gap = 9.92 eV